19
Properties=species:S:1:pos:R:3:forces:R:3:nbo_charge:R:1 method="wB97M-V/def2-TZVPD" de_lowest_kj_mol=60.7 gap_ev=12.346
C -1.86615 1.48141 -0.92709 -0.7 0.3 1.3 -0.607
C -1.72085 0.13265 -0.20558 0.1 0.5 -0.8 -0.395
C -1.10060 -0.95610 -1.09936 0.1 0.5 0.6 -0.613
H -2.78181 1.50279 -1.51594 0.3 -0.2 -0.7 0.203
H -0.97983 1.79872 -1.46562 0.0 -0.1 -0.3 0.202
H -2.09140 2.24730 -0.17255 0.3 0.0 0.0 0.203
H -1.13448 0.25708 0.70335 0.1 0.0 0.0 0.191
H -2.72932 -0.14290 0.10307 0.1 -0.3 0.2 0.197
H -0.39477 -0.55409 -1.82886 -0.3 0.2 -0.2 0.201
H -0.44984 -1.55372 -0.47125 -0.4 -0.7 -0.1 0.210
H -1.88832 -1.51370 -1.59853 0.2 -0.3 -0.1 0.207
C 2.35612 0.00170 1.71590 -0.7 1.1 -1.3 -0.609
C 1.92220 -0.66436 0.38114 1.6 -1.1 1.7 -0.616
H 2.93059 0.90293 1.48853 0.7 -0.4 0.3 0.202
H 1.46244 0.44513 2.16441 0.0 -0.4 0.3 0.197
H 2.83297 -0.69158 2.39542 0.2 0.1 0.1 0.208
H 1.06957 -1.25746 0.67821 -0.8 0.3 -0.9 0.204
H 2.64158 -1.44916 0.11436 0.2 0.2 0.0 0.200
H 1.92190 0.01336 -0.45962 -0.9 0.1 -0.1 0.214

=====

20
Properties=species:S:1:pos:R:3:forces:R:3:nbo_charge:R:1 method="wB97M-V/def2-TZVPD" de_lowest_kj_mol=346.2 gap_ev=9.634
N -0.50479 3.10771 0.29882 -0.1 0.7 -0.1 -0.333
C -0.66875 1.97472 0.30778 0.2 -0.2 0.1 0.287
C -0.71605 0.53509 0.40451 1.0 0.5 -1.4 -0.166
C -0.33814 0.05996 1.79362 -0.1 -0.8 0.3 -0.380
C 1.03061 -0.49802 1.36035 -1.9 -0.3 -1.0 -0.427
C 0.79717 -0.12435 -0.12900 -4.0 -0.9 1.1 0.035
C 1.57382 0.52103 -1.17802 0.4 1.4 -1.5 -0.196
C 1.20502 -0.30444 -2.15718 -0.4 -0.1 4.3 -0.137
C 0.42933 -1.18826 -1.23815 1.1 -2.2 2.2 -0.390
S -1.33143 -1.38958 -1.44238 -1.0 -0.1 0.4 0.182
C -1.98863 -0.04809 -0.28155 2.9 -2.0 1.2 -0.458
H -1.02887 -0.70875 2.09457 -0.1 -1.1 -0.3 0.206
H -0.45488 0.63422 2.67726 0.4 1.7 0.3 0.231
H 1.94825 -0.10896 1.65938 1.3 0.7 1.3 0.224
H 0.86431 -1.53315 1.60436 1.2 -0.8 -0.5 0.225
H 2.03936 1.48509 -1.31629 0.4 0.1 0.6 0.223
H 1.37635 -0.36832 -3.12662 0.7 -0.1 -4.3 0.201
H 0.92522 -2.22836 -0.91972 -1.1 2.1 -1.1 0.230
H -2.66768 -0.40513 0.49362 0.1 -0.4 -0.2 0.223
H -2.49024 0.58759 -0.90535 -1.1 2.0 -1.3 0.223

=====

14
Properties=species:S:1:pos:R:3:forces:R:3:nbo_charge:R:1 method="wB97M-V/def2-TZVPD" de_lowest_kj_mol=419.2 gap_ev=8.749
C -1.59886 0.04656 -0.91827 -0.3 0.2 -0.4 -0.416
C -2.19067 0.24885 0.40015 0.3 0.0 -0.2 0.014
C -0.27490 0.07316 -0.85720 0.6 0.8 4.5 0.300
C 1.84796 -0.06638 0.14418 0.2 0.2 0.3 -0.053
N -1.36379 0.33137 1.38897 -0.4 -0.5 1.5 -0.249
N -0.13592 0.48815 0.95585 0.0 0.1 -5.6 -0.101
N 1.00633 -0.22393 -1.10026 0.1 0.0 -0.6 -0.633
N 1.00434 -0.21445 1.29850 0.1 -0.8 0.8 -0.424
H -2.21450 -0.13251 -1.78345 0.0 -0.1 -0.1 0.229
H -3.24936 0.33121 0.57428 -0.1 -0.1 0.1 0.201
H 2.64571 -0.81342 0.14456 -0.1 0.2 0.1 0.204
H 2.26974 0.94680 0.16170 -0.1 -0.2 -0.1 0.187
H 1.43942 0.18242 -1.92112 0.0 -0.1 0.1 0.395
H 0.81450 -1.19783 1.51212 -0.1 0.1 -0.2 0.346

=====

72
Properties=species:S:1:pos:R:3:forces:R:3:mulliken_charge:R:1 method="wB97M-V/def2-TZVPD" gap_ev=5.167 charge=-2
Pd -0.01395 0.64560 -2.02466 0.6 0.3 -0.5 -1.341
S 3.04975 -0.15060 -1.96246 0.7 0.2 -0.9 -0.731
P 1.82655 -0.16080 -0.41886 0.1 -1.4 0.9 2.020
C 0.33825 -0.97140 -0.69286 0.0 1.4 1.7 -0.453
P -1.05425 -0.50460 0.19064 0.1 -1.1 0.2 3.784
S -2.83905 -0.46420 -0.67406 -0.7 0.2 -0.2 -0.518
C -1.40535 -1.87860 1.37774 0.1 -0.1 -0.1 -0.463
C -0.77255 -3.08640 1.10424 0.2 0.1 0.1 -0.510
C -1.12355 -4.23940 1.77994 0.0 -0.2 0.1 -0.801
C -2.11625 -4.19620 2.74544 0.0 -0.3 0.0 -0.493
C -2.77055 -3.00150 3.00734 -0.1 0.0 0.2 -0.686
C -2.42855 -1.85320 2.32114 0.2 0.1 0.1 -0.269
C -0.96085 0.98030 1.24434 0.0 0.0 -0.1 -0.453
C -1.04605 2.19890 0.57154 -0.2 0.0 -0.3 0.059
C -0.93415 3.38730 1.26394 -0.1 0.1 0.0 -0.577
C -0.73035 3.37290 2.63584 -0.1 0.0 0.2 -0.617
C -0.65485 2.16490 3.31004 -0.1 0.2 0.3 -0.849
C -0.77455 0.97190 2.62124 0.0 -0.2 -0.2 -0.580
C 2.69875 -1.12410 0.88814 0.0 -0.2 0.0 -0.176
C 3.94505 -1.70680 0.70834 0.0 0.1 0.0 -0.739
C 4.47705 -2.53120 1.68414 0.2 -0.1 0.2 -0.535
C 3.78455 -2.75370 2.86364 0.1 -0.1 0.2 -0.601
C 2.53675 -2.17450 3.05154 0.0 -0.1 0.3 -1.025
C 1.99575 -1.39020 2.05654 0.0 0.2 -0.1 -0.197
C 2.00095 1.52000 0.34924 -0.1 0.1 -0.4 0.481
C 2.32405 1.82790 1.66404 -0.1 -0.2 -0.2 -0.110
C 2.46535 3.15090 2.04814 0.1 0.2 0.1 -0.587
C 2.29805 4.17800 1.13654 0.1 0.1 0.1 -0.686
C 1.99905 3.87860 -0.18366 0.0 0.0 -0.2 -0.812
C 1.85225 2.56070 -0.56506 0.2 0.0 -0.3 -0.191
H 0.00165 -3.09970 0.34194 0.0 0.1 0.0 0.475
H -0.62015 -5.17200 1.54634 0.0 0.0 0.1 0.408
H -2.38825 -5.09460 3.28674 0.0 0.0 0.0 0.356
H -3.56495 -2.97090 3.74424 0.0 0.0 0.0 0.370
H -2.96785 -0.93130 2.49664 0.0 0.0 0.0 0.422
H -1.17755 2.18600 -0.52416 0.0 0.1 0.6 -0.037
H -0.98775 4.32980 0.73234 0.0 0.0 0.0 0.417
H -0.62985 4.30380 3.18104 0.0 0.0 0.0 0.348
H -0.49155 2.14830 4.38244 0.0 0.0 0.0 0.358
H -0.71085 0.03030 3.15454 0.0 0.0 0.0 0.311
H 4.48695 -1.50640 -0.20636 -0.1 0.0 -0.1 0.350
H 5.44065 -3.00610 1.52394 0.0 0.0 0.0 0.369
H 4.21395 -3.37910 3.63894 0.0 0.0 0.0 0.337
H 1.98425 -2.34740 3.96944 0.0 0.0 0.0 0.430
H 1.00545 -0.96820 2.15594 -0.1 0.0 0.1 0.359
H 2.46635 1.04390 2.39434 0.0 0.0 0.0 0.310
H 2.71225 3.37820 3.07754 0.0 0.0 0.1 0.365
H 2.40485 5.20970 1.45104 0.0 0.0 0.0 0.336
H 1.88755 4.67020 -0.91576 0.0 0.1 0.0 0.285
H 1.65955 2.28000 -1.60696 0.1 0.3 0.5 -0.042
N 0.88895 2.94480 -3.82916 0.4 0.2 -0.2 -0.552
C -0.24185 2.19190 -3.52316 0.0 1.1 -0.4 0.844
N -1.29605 2.89130 -3.03256 -0.6 0.3 0.1 -0.637
C -2.46065 2.26650 -3.18356 0.3 0.2 -0.4 0.252
N -3.61315 2.98270 -2.89476 -0.2 0.0 0.1 -0.650
N -2.61935 1.01790 -3.59256 -0.4 -0.1 -0.1 -0.605
C -1.46295 0.35750 -3.76476 -0.3 0.2 -0.2 0.393
N -0.29255 0.96530 -4.06186 0.0 -0.4 -0.5 -0.953
C -1.48035 -1.11520 -3.67696 0.1 -1.0 -0.1 0.839
C -2.66595 -1.84750 -3.66636 0.2 0.3 -0.1 -0.503
C -2.63145 -3.15770 -3.22216 0.1 -0.1 -0.1 -0.325
C -1.41435 -3.70510 -2.85556 -0.1 0.0 0.0 -0.494
C -0.26845 -2.92860 -3.00816 -0.1 -0.1 0.0 -0.190
N -0.29405 -1.66990 -3.39196 -0.4 -0.3 -1.0 -0.050
H 1.00565 3.74260 -3.21756 -0.1 -0.2 -0.1 0.343
H 1.71955 2.36690 -3.90606 -0.1 0.1 0.1 0.359
H -3.43715 3.70110 -2.20516 0.0 -0.1 -0.1 0.287
H -4.35225 2.35100 -2.61666 0.1 0.0 0.1 0.301
H -3.58785 -1.35670 -3.92676 -0.1 0.1 0.1 0.382
H -3.54925 -3.73030 -3.14236 0.0 0.0 0.0 0.339
H -1.35145 -4.69940 -2.43746 0.0 -0.1 0.0 0.386
H 0.71315 -3.32400 -2.77056 0.0 0.0 0.1 0.364

=====

21
Properties=species:S:1:pos:R:3:forces:R:3:nbo_charge:R:1 method="wB97M-V/def2-TZVPD" de_lowest_kj_mol=122.6 gap_ev=11.067 charge=+1
C -1.31154 2.10984 -0.54747 -0.4 -2.0 2.8 -0.670
C -0.47892 0.82611 -0.07398 2.6 3.8 -1.5 0.586
N 0.89880 0.94919 -0.03335 -3.7 -1.1 0.1 -0.572
C 1.55061 -0.34774 0.34517 -1.7 0.3 -1.5 0.545
N 2.57766 -0.65485 -0.61009 0.0 2.2 2.2 -0.844
O 1.83672 -0.14305 1.67434 2.2 -1.4 1.5 -0.706
C 0.24962 -1.29619 0.25021 0.7 1.6 -0.3 -0.246
N -0.87193 -0.37624 0.11125 -0.6 -0.7 -0.3 -0.336
C -2.25490 -0.80814 -0.05760 0.8 1.2 -1.6 -0.402
H -2.20907 2.21060 0.16656 1.4 0.0 -1.0 0.259
H -1.73498 1.86734 -1.52439 0.5 0.6 -0.1 0.262
H -0.65910 2.99472 -0.40052 -0.6 -0.6 -0.7 0.259
H 1.27601 1.85442 -0.20341 0.9 0.2 0.1 0.432
H 2.56007 -1.52428 -1.02068 -0.1 -2.2 -0.8 0.391
H 3.51106 -0.34600 -0.34671 -0.3 -0.1 -0.1 0.400
H 2.42746 -0.85875 2.08860 -1.2 1.4 -1.1 0.503
H 0.22450 -1.95358 -0.59277 0.2 -0.7 -0.3 0.223
H 0.09814 -1.72840 1.19821 0.3 -1.3 0.9 0.234
H -2.75655 0.11555 -0.40903 -0.5 -1.1 0.6 0.228
H -2.33314 -1.58094 -0.80317 0.3 0.0 -0.8 0.224
H -2.60051 -1.30962 0.78883 -0.9 0.0 1.8 0.230

=====

11
Properties=species:S:1:pos:R:3:forces:R:3:mulliken_spin:R:1 method="wB97M-V/def2-TZVPD" de_lowest_kj_mol=99.5 gap_ev="4.820 / 5.950" spin_multiplicity=3
C 0.93484 -1.05160 0.76255 0.1 2.7 0.0 0.730
C -0.24007 0.60661 -2.65769 0.5 2.5 2.5 0.056
C -0.33631 -1.27601 1.46183 -1.3 -1.1 -2.2 0.160
N -0.16921 1.17468 -1.60372 -0.7 -1.4 -0.7 -0.012
O 1.38725 0.07395 0.57846 0.7 -2.5 -1.1 0.087
O -0.18633 0.16960 -3.71491 -0.2 -1.7 -2.5 0.032
P -0.16324 2.52537 -0.60244 -0.2 0.9 -1.5 0.514
P 0.80046 1.73284 0.98064 0.1 0.4 3.1 0.414
H -1.15042 -0.78736 0.81107 1.2 -0.6 0.8 0.007
H -0.34713 -0.83918 2.40399 0.1 1.1 1.7 0.003
H -0.52984 -2.32890 1.58021 -0.2 -0.4 -0.1 0.008

=====

17
Properties=species:S:1:pos:R:3:forces:R:3:nbo_charge:R:1 method="wB97M-V/def2-TZVPD" de_lowest_kj_mol=69.3 gap_ev=10.668
C 2.04693 0.41334 0.12422 0.0 0.0 0.0 -0.636
C 0.58376 0.07341 -0.01737 0.3 0.2 0.1 0.257
C -0.04502 -1.21230 0.55706 0.0 -0.1 0.1 -0.439
C -0.91796 -0.97227 -0.68045 -0.4 -0.2 -0.1 0.083
C -1.71533 0.29262 -0.32056 -0.1 0.0 0.0 -0.425
C -0.51606 1.13478 0.19747 0.0 0.0 0.0 -0.426
O 0.23492 -0.41456 -1.35271 0.1 0.0 -0.2 -0.537
H 2.24760 1.47604 -0.04793 -0.1 -0.2 0.0 0.216
H 2.58904 -0.17040 -0.62470 0.0 0.1 0.2 0.235
H 2.42750 0.13976 1.11350 -0.1 0.1 -0.1 0.219
H -0.51526 -1.18285 1.54665 0.1 0.0 -0.2 0.198
H 0.62218 -2.07080 0.44570 -0.1 0.1 0.0 0.218
H -1.41215 -1.77494 -1.23259 0.1 0.2 0.1 0.195
H -2.48151 0.10679 0.43778 0.1 0.0 -0.1 0.204
H -2.18575 0.72895 -1.20552 0.1 -0.1 0.1 0.216
H -0.31997 2.01476 -0.42344 0.0 -0.1 0.1 0.215
H -0.62168 1.45286 1.24046 0.1 -0.1 -0.2 0.207

=====

77
Properties=species:S:1:pos:R:3:forces:R:3:mulliken_charge:R:1 method="wB97M-V/def2-TZVPD" de_lowest_kj_mol=0.0 gap_ev=7.561
Y 0.72652 1.53085 0.32793 -0.1 0.2 0.0 0.146
C 3.70281 2.88261 3.73061 0.0 0.0 0.0 -1.831
C 2.75342 2.13752 2.81051 0.0 0.0 0.0 1.009
O 2.42460 2.90540 1.62825 0.0 0.0 0.0 -0.582
P 3.46610 0.62752 2.07624 0.0 0.0 0.0 0.524
O 5.00499 0.83353 1.75537 0.0 0.0 -0.1 -0.587
O 3.45979 -0.45456 3.17562 0.1 0.0 0.0 -0.593
O 2.69416 0.38630 0.81084 0.0 0.0 0.0 -0.519
P 1.19221 1.57442 3.67415 0.1 0.0 0.0 0.291
O 0.66429 2.84460 4.43966 0.0 0.0 0.0 -0.606
O 1.62174 0.50445 4.62197 0.0 0.0 0.0 -0.815
O 0.25645 1.20703 2.53280 -0.1 -0.1 0.0 -0.109
H 4.60564 3.17040 3.19280 0.0 0.0 0.0 0.402
H 3.97798 2.25319 4.57751 0.0 0.0 0.0 0.379
H 3.21088 3.77351 4.12160 0.0 0.0 0.0 0.456
H 1.82150 3.64429 1.83134 0.0 0.0 0.0 0.361
H 5.15609 1.01467 0.81828 0.0 0.0 0.1 0.356
H 2.73194 -0.23681 3.88168 -0.1 0.0 0.0 0.539
H 0.04877 3.41853 3.91826 0.0 0.0 0.0 0.486
O -0.92439 4.27340 2.76355 0.0 0.0 0.0 -0.835
C -0.90073 3.67365 1.68806 0.1 0.0 0.0 0.248
O 0.06833 3.66498 0.85287 0.0 0.0 0.1 -0.687
C -2.08834 2.82215 1.28934 0.0 0.0 0.0 1.030
C -3.32830 3.01428 1.92752 0.1 0.0 0.0 -1.033
C -4.38264 2.25221 1.52970 -0.1 0.0 0.0 -0.894
C -4.21900 1.33317 0.47079 0.0 0.0 0.0 1.086
C -5.29197 0.56190 -0.03945 0.0 0.0 0.1 -0.835
C -5.09871 -0.26778 -1.10297 0.0 -0.1 0.0 -0.823
C -3.82635 -0.35993 -1.71031 0.0 0.0 0.0 -0.539
C -2.77090 0.35578 -1.22814 0.0 0.0 0.0 0.042
C -2.93905 1.20914 -0.11361 0.1 0.0 0.0 -0.517
N -1.86902 1.92920 0.34839 -0.1 0.0 0.1 0.379
H -3.39535 3.75246 2.71266 0.0 0.0 0.0 0.551
H -5.35443 2.35210 1.99903 0.0 0.0 0.0 0.446
H -6.26621 0.65326 0.42534 0.0 0.0 0.0 0.417
H -5.92167 -0.85240 -1.49324 0.0 0.0 0.0 0.410
H -3.68853 -1.00226 -2.57061 0.0 0.0 0.0 0.495
H -1.79860 0.31224 -1.69791 0.0 0.0 0.0 0.611
C 3.87449 -4.13030 0.52522 0.0 0.0 0.0 -0.582
C 2.65091 -4.20154 1.17263 0.0 0.0 0.0 -0.669
C 1.60876 -3.36970 0.78780 0.0 0.0 0.0 -0.691
C 1.78243 -2.45794 -0.25016 0.0 0.0 0.0 0.556
C 3.01678 -2.38845 -0.89347 0.0 0.0 0.0 -0.410
C 4.05429 -3.22266 -0.51024 0.0 0.0 0.0 -0.735
P 0.48234 -1.24038 -0.63548 0.0 0.0 0.0 2.267
C -1.05822 -2.13520 -0.24157 0.0 0.0 0.0 0.161
C -1.67741 -1.78801 0.95886 0.0 0.0 0.0 -0.095
C -2.85994 -2.40254 1.34653 0.0 0.0 0.0 -0.723
C -3.43590 -3.36479 0.53126 0.0 0.0 0.0 -0.675
C -2.82534 -3.71702 -0.66544 0.0 0.0 0.0 -0.649
C -1.64183 -3.10626 -1.05008 0.0 0.0 0.0 -0.444
C 0.58055 -1.03634 -2.44602 0.0 0.1 0.0 0.244
C 0.72754 -2.10756 -3.29167 0.0 0.0 -0.1 -0.116
C 0.73233 -1.92871 -4.68870 0.0 0.1 0.0 -1.063
C 0.58262 -0.67331 -5.21081 0.0 -0.1 0.0 -0.861
C 0.46755 0.45924 -4.36973 0.0 0.0 -0.1 0.764
C 0.32376 1.76260 -4.91535 0.0 0.0 0.1 -0.947
C 0.23553 2.84622 -4.09226 0.0 -0.1 0.0 -1.252
C 0.32199 2.67413 -2.68676 0.1 -0.1 -0.1 -0.060
C 0.47034 1.44199 -2.08308 0.0 -0.1 0.0 0.819
C 0.50247 0.30246 -2.96068 0.0 0.0 0.1 -0.386
H 4.68598 -4.78035 0.82556 0.0 0.0 0.0 0.400
H 2.50477 -4.90577 1.98136 0.0 0.0 0.0 0.426
H 0.65696 -3.43305 1.29981 0.0 0.0 0.0 0.366
H 3.16547 -1.68004 -1.69974 0.0 0.0 0.0 0.466
H 5.00649 -3.16363 -1.02205 0.0 0.0 0.0 0.417
H -1.23959 -1.02114 1.59166 0.0 0.0 0.0 0.450
H -3.33319 -2.11967 2.27802 0.0 0.0 0.0 0.485
H -4.36546 -3.83647 0.82378 0.0 0.0 0.0 0.369
H -3.27530 -4.46726 -1.30335 0.0 0.0 0.0 0.428
H -1.18443 -3.37753 -1.99148 0.0 0.0 0.0 0.267
H 0.85561 -3.10481 -2.88663 0.0 0.0 0.0 0.507
H 0.84653 -2.78544 -5.34024 0.0 0.0 0.0 0.441
H 0.56760 -0.52560 -6.28494 0.0 0.0 0.0 0.383
H 0.28464 1.87612 -5.99276 0.0 0.0 0.0 0.375
H 0.11568 3.83875 -4.51007 0.0 0.0 0.0 0.410
H 0.26817 3.57497 -2.07614 0.0 0.0 0.0 0.497

=====

no.,M (g mol⁻¹)
1,74.17
2,163.25
3,110.12
4,741.13
5,130.17
6,147.01
7,98.14
8,777.43